Record 1
The following is a DFT calculation (the ωB97M-V functional and the def2-TZVPD basis) of 5 unconnected molecules or ions with the total composition C39H91BN8O9.

Results
spin multiplicity	1
relative energy (zero: lowest compared OMol25 entry of this formula, charge and spin)	0.00	kJ/mol
structure (SMILES)	[H]/N=C(\N)NCCCC[C@@H]1[C@@](CCO)(CB(O)O)C(=O)N[C@]1(CCCCC)OC[C@H](C)C(C)C.COC[C@@H](C)N.COC[C@@H](C)N.COC[C@@H](C)N.COC[C@@H](C)N

Last column: Mulliken charge in e.
Element x y z (Å)
H1 -2.36168 -1.23153 0.33964  0.37
N1 -1.82858 -1.88728 -0.22733  -0.65
C1 -1.42504 -1.28812 -1.26688  -0.01
N2 -1.71478 0.09270 -1.50956  -0.31
N3 -0.62527 -1.99000 -2.18979  -0.27
C2 -0.29068 -1.34370 -3.45765  0.48
C3 0.66769 -2.22500 -4.25324  -2.00
C4 2.13497 -1.94922 -3.93042  0.43
C5 2.56151 -0.51284 -4.28072  -2.14
C6 3.26753 0.32523 -3.22522  -0.86
C7 4.71741 -0.03240 -2.78114  3.34
C8 4.81564 -1.42335 -2.09072  0.84
C9 5.45302 -2.54507 -2.89104  -0.98
O1 5.56861 -3.72069 -2.09162  -0.65
C10 5.73538 0.21806 -3.89141  -2.00
B1 7.22378 0.45473 -3.38893  0.68
O2 7.74103 -0.21575 -2.29094  -0.61
O3 8.04221 1.28152 -4.13762  -0.64
C11 4.81658 0.97084 -1.64259  -1.28
O4 5.78307 1.62335 -1.28583  -0.77
N4 3.60003 0.97199 -1.02853  0.77
C12 2.49406 0.65876 -1.91745  -0.33
C13 1.50131 1.84179 -2.16034  0.61
C14 1.78786 3.21811 -1.52529  -0.77
C15 1.79827 4.38356 -2.52412  -1.08
C16 0.54193 4.46707 -3.39400  0.17
C17 0.32532 5.85731 -4.01091  -1.39
O5 1.73983 -0.45309 -1.45155  1.07
C18 1.38857 -0.38288 -0.07027  -1.42
C19 2.23506 -1.29718 0.81680  2.49
C20 2.31134 -2.71597 0.22888  -1.76
C21 1.67795 -1.24988 2.25096  0.73
C22 2.36783 -2.27659 3.15202  -1.73
C23 1.84740 0.16609 2.86528  -1.21
H2 -1.94522 0.29276 -2.47278  0.31
H3 -0.95518 0.69043 -1.20872  -0.02
H4 0.21936 -2.30620 -1.72712  0.31
H5 0.15600 -0.35647 -3.28882  -0.28
H6 -1.20946 -1.18840 -4.02906  0.53
H7 0.42206 -3.26902 -4.04983  0.50
H8 0.50014 -2.06842 -5.32284  0.47
H9 2.73794 -2.65324 -4.50826  0.31
H10 2.31873 -2.17464 -2.88148  0.00
H11 1.67902 0.05708 -4.58995  0.69
H12 3.20575 -0.53547 -5.16344  0.59
H13 3.39186 1.31927 -3.67376  1.06
H14 5.40242 -1.33466 -1.17085  -0.08
H15 3.81702 -1.72828 -1.78402  -0.65
H16 4.87311 -2.77634 -3.79135  0.27
H17 6.47015 -2.29666 -3.18253  0.40
H18 4.68272 -3.99984 -1.83287  0.34
H19 5.44842 1.08111 -4.49696  0.19
H20 5.73092 -0.63875 -4.57463  0.46
H21 7.46719 0.22029 -1.47376  0.23
H22 8.36751 2.05107 -3.65985  0.31
H23 3.46534 1.56866 -0.22655  0.78
H24 1.38149 1.96443 -3.23691  0.50
H25 0.53249 1.49144 -1.80149  -1.65
H26 1.01832 3.43544 -0.77941  0.25
H27 2.74004 3.23341 -0.99515  0.24
H28 1.87634 5.30698 -1.94296  0.56
H29 2.69952 4.32409 -3.14215  0.18
H30 0.63706 3.75095 -4.21500  0.21
H31 -0.32991 4.14956 -2.81574  0.12
H32 0.78852 5.91696 -4.99626  0.35
H33 -0.73592 6.06586 -4.14219  0.34
H34 0.76526 6.63427 -3.38567  0.35
H35 0.33466 -0.67725 0.02158  -0.26
H36 1.44339 0.65408 0.27606  0.20
H37 3.24178 -0.87561 0.87740  -0.46
H38 1.74647 -3.43995 0.81453  0.60
H39 1.92064 -2.75143 -0.78976  0.18
H40 3.34672 -3.05723 0.18108  0.23
H41 0.61057 -1.49727 2.20637  0.49
H42 2.11235 -3.30346 2.89099  0.35
H43 2.08701 -2.12610 4.19511  0.54
H44 3.45284 -2.17428 3.07036  0.17
H45 2.43242 0.80427 2.20219  0.12
H46 2.36530 0.11055 3.82056  0.52
H47 0.87452 0.63926 3.00809  0.06
C24 -3.72460 4.03423 -0.99545  -0.83
O6 -2.55035 3.68321 -0.28936  -0.11
C25 -2.47570 4.13437 1.05072  -0.91
C26 -3.17249 3.21796 2.06744  0.50
C27 -4.69157 3.31469 2.05204  -1.40
N5 -2.79768 1.81225 1.89762  -0.56
H48 -4.07433 5.03160 -0.71027  0.39
H49 -4.53126 3.31533 -0.83660  0.20
H50 -3.47483 4.04004 -2.05627  0.27
H51 -1.40826 4.15393 1.28827  0.34
H52 -2.84810 5.16480 1.12485  0.41
H53 -2.82244 3.53085 3.05681  0.44
H54 -5.12314 2.81022 1.18879  0.11
H55 -5.10120 2.83350 2.93998  0.38
H56 -5.03145 4.35254 2.04301  0.38
H57 -1.79448 1.70913 2.01905  0.10
H58 -2.97095 1.55426 0.92838  0.28
C28 -8.89004 2.78548 1.08976  -0.80
O7 -7.65166 2.10762 1.03230  -0.26
C29 -7.50434 1.02411 1.93495  -0.80
C30 -8.09164 -0.30316 1.44332  0.95
C31 -9.61067 -0.38771 1.53966  -1.77
N6 -7.68295 -0.61716 0.06980  -0.69
H59 -9.27448 2.82333 2.11387  0.36
H60 -9.64216 2.32347 0.44516  0.23
H61 -8.72105 3.80434 0.74078  0.26
H62 -6.42543 0.89124 2.05039  0.34
H63 -7.90594 1.29511 2.92054  0.43
H64 -7.68098 -1.08071 2.09608  0.10
H65 -10.09803 0.19307 0.75511  0.32
H66 -9.93062 -1.42285 1.42461  0.41
H67 -9.96664 -0.02662 2.50653  0.34
H68 -6.66916 -0.67440 0.02584  0.22
H69 -7.92104 0.17467 -0.52164  0.32
C32 -6.64637 -6.95218 2.84867  -0.63
O8 -6.28337 -6.10577 3.92140  -0.39
C33 -5.30101 -5.13146 3.62487  -0.82
C34 -5.84641 -3.84638 2.99054  0.38
C35 -6.22588 -3.99417 1.52244  -1.11
N7 -6.99101 -3.29747 3.72671  -0.55
H70 -5.78678 -7.16918 2.20675  0.30
H71 -7.44461 -6.52319 2.23808  0.23
H72 -7.00726 -7.88573 3.27920  0.25
H73 -4.84889 -4.87454 4.58641  0.37
H74 -4.51378 -5.56868 2.99666  0.42
H75 -5.03832 -3.11021 3.05110  0.36
H76 -7.16795 -4.52878 1.39698  0.26
H77 -6.35609 -3.01289 1.06634  0.01
H78 -5.45308 -4.52445 0.96293  0.40
H79 -6.70991 -3.08737 4.67990  0.27
H80 -7.68490 -4.03496 3.81716  0.25
C36 7.88047 1.78078 4.09063  -0.66
O9 7.50058 1.79565 2.72888  -0.41
C37 7.67860 0.57838 2.03161  -0.46
C38 6.52018 -0.41432 2.18288  0.56
C39 6.48016 -1.12075 3.53295  -1.68
N8 5.21775 0.21387 1.92629  0.02
H81 8.75399 1.14111 4.25169  0.30
H82 7.06932 1.44336 4.74092  0.24
H83 8.13875 2.80243 4.36685  0.27
H84 7.75431 0.85807 0.97732  -0.03
H85 8.63008 0.11280 2.32015  0.55
H86 6.66846 -1.18029 1.41341  0.19
H87 6.11014 -0.46125 4.31900  0.27
H88 5.81041 -1.97915 3.48775  0.37
H89 7.47015 -1.47761 3.82223  0.41
H90 5.23366 0.59086 0.98147  -0.32
H91 5.16135 1.03689 2.52301  0.35

=====

Record 2
The following is a DFT calculation (the ωB97M-V functional and the def2-TZVPD basis) of a molecular structure, C41H41N2P2Ru.

Results
spin multiplicity	5
<S²>	6.06
relative energy (zero: lowest compared OMol25 entry of this formula, charge and spin)	0.00	kJ/mol
total charge	+3

Last column: Löwdin spin population.
Element x y z (Å)
Ru1 0.19720 0.22854 0.57470  2.30
C1 -0.21437 -2.49962 1.83731  0.02
N1 -0.92722 -1.56222 0.93137  0.05
C2 -0.98140 -2.10583 -0.44821  0.02
C3 -2.29943 -1.24502 1.44704  0.01
C4 -2.24697 0.07879 2.13490  0.06
C5 -3.12574 0.43627 3.14393  0.00
C6 -3.00780 1.67670 3.76281  0.07
C7 -1.99247 2.55530 3.39685  0.00
C8 -1.12151 2.21722 2.37463  0.06
C9 -1.25348 0.98629 1.72113  0.04
H1 -0.72427 -3.46405 1.84267  0.01
H2 -0.21006 -2.09542 2.84800  0.00
H3 0.80983 -2.64534 1.50024  0.00
H4 -1.59267 -3.00881 -0.51750  0.00
H5 0.02408 -2.36151 -0.78004  0.00
H6 -1.42455 -1.36114 -1.10800  0.01
H7 -2.63615 -2.03781 2.11442  0.00
H8 -2.98577 -1.21531 0.60275  0.00
H9 -3.89881 -0.25657 3.46047  0.00
H10 -3.70151 1.95238 4.54729  0.00
H11 -1.87982 3.50108 3.91236  0.00
H12 -0.31896 2.89477 2.12823  0.00
C10 3.69483 1.14146 0.49786  0.05
N2 3.46005 2.58990 0.35860  0.29
C11 2.09363 3.13800 0.33775  0.04
P1 0.85339 2.16445 -0.67464  0.06
C12 -0.21682 3.41795 -1.39981  0.01
C13 -0.23687 3.58602 -2.78505  0.00
C14 -1.05401 4.55600 -3.34754  0.00
C15 -1.84907 5.35577 -2.54083  0.00
C16 -1.84505 5.17935 -1.16245  0.00
C17 -1.03913 4.20913 -0.59068  0.00
C18 1.83759 1.48481 -2.02409  0.00
C19 1.58336 0.17449 -2.43386  0.01
C20 2.28366 -0.38676 -3.49444  0.00
C21 3.24292 0.36980 -4.15307  0.00
C22 3.49859 1.68039 -3.75857  0.00
C23 2.79720 2.24025 -2.70161  0.00
C24 4.52095 3.42649 0.29193  0.10
C25 5.79605 2.92538 -0.12177  0.11
C26 6.86681 3.76911 -0.18197  0.02
C27 6.72121 5.12124 0.18154  0.23
C28 5.47356 5.62654 0.59121  0.02
C29 4.38258 4.80753 0.63868  0.12
P2 2.49610 0.20119 1.55912  0.12
C30 3.34460 -1.37393 1.71682  0.03
C31 3.55393 -2.13067 0.55785  0.01
C32 4.17798 -3.36364 0.64634  0.00
C33 4.57130 -3.85091 1.88912  0.01
C34 4.34776 -3.10683 3.03957  0.00
C35 3.73152 -1.86326 2.96240  0.01
C36 2.50293 1.02979 3.15515  0.01
C37 3.56980 1.83313 3.56414  0.00
C38 3.55925 2.40119 4.82934  0.00
C39 2.49358 2.16636 5.69133  0.00
C40 1.43370 1.36329 5.29108  0.00
C41 1.43466 0.80130 4.02368  0.00
H13 4.67564 0.96792 0.92512  0.01
H14 3.66420 0.65792 -0.47993  0.01
H15 2.10934 4.13268 -0.08646  0.00
H16 1.69631 3.20050 1.35395  0.01
H17 0.36738 2.96447 -3.43340  0.00
H18 -1.07002 4.68134 -4.42274  0.00
H19 -2.47736 6.11679 -2.98581  0.00
H20 -2.47901 5.79218 -0.53326  0.00
H21 -1.06525 4.07569 0.47930  0.00
H22 0.80904 -0.40827 -1.94736  0.01
H23 2.07490 -1.39929 -3.81723  0.00
H24 3.78233 -0.05578 -4.99038  0.00
H25 4.23505 2.27083 -4.29101  0.00
H26 2.98486 3.27212 -2.42200  0.00
H27 5.90051 1.89966 -0.44947  0.00
H28 7.82499 3.40123 -0.52638  0.00
H29 7.58013 5.78105 0.14625  0.01
H30 5.38039 6.66379 0.88652  0.00
H31 3.44072 5.19356 1.00274  0.00
H32 3.23488 -1.75863 -0.41361  0.00
H33 4.35670 -3.94720 -0.24828  0.00
H34 5.05386 -4.81791 1.95811  0.00
H35 4.65677 -3.49123 4.00367  0.00
H36 3.56605 -1.28545 3.86317  0.00
H37 4.42991 1.99694 2.92400  0.00
H38 4.39104 3.01625 5.15181  0.00
H39 2.49710 2.60552 6.68130  0.00
H40 0.60724 1.17641 5.96443  0.00
H41 0.60355 0.17800 3.71717  0.00

=====

Record 3
The following is a DFT calculation (the ωB97M-V functional and the def2-TZVPD basis) of a single C5H11N3 molecule.

Results
spin multiplicity	1
relative energy (zero: lowest compared OMol25 entry of this formula, charge and spin)	176.28	kJ/mol
structure (SMILES)	[H]/N=C(/C)N(N)C(=C)C

Last column: Mulliken charge in e.
Element x y z (Å)
H1 -1.50251 -1.50502 0.01442  0.24
N1 -1.99469 -0.75374 -0.47417  -0.71
C1 -1.25432 0.31426 -0.44634  0.59
C2 -1.87934 1.56066 -1.04821  -0.97
N2 0.02526 0.39114 0.12402  0.37
N3 0.44877 1.68274 0.51604  -0.67
C3 0.85632 -0.68306 0.45908  0.45
C4 1.46174 -0.83207 1.65292  -1.04
C5 1.13612 -1.68773 -0.63753  -1.08
H2 -1.17768 2.03435 -1.74014  0.30
H3 -2.79226 1.30612 -1.59511  0.32
H4 -2.13852 2.26229 -0.24987  0.26
H5 1.45468 1.76653 0.36491  0.27
H6 0.29349 1.79410 1.51743  0.24
H7 2.11607 -1.67312 1.85892  0.27
H8 1.29321 -0.13722 2.46823  0.25
H9 0.23483 -2.22338 -0.94460  0.29
H10 1.54983 -1.17627 -1.51383  0.27
H11 1.86900 -2.44059 -0.32617  0.37

=====

Record 4
The following is a DFT calculation (the ωB97M-V functional and the def2-TZVPD basis) of a molecular structure, C32H50P2Tc.

Results
spin multiplicity	4
<S²>	3.78
relative energy (zero: lowest compared OMol25 entry of this formula, charge and spin)	0.00	kJ/mol
total charge	+2

Last column: Löwdin spin population.
Element x y z (Å)
Tc1 0.10245 -0.32244 -0.14722  2.24
C1 -1.49790 -0.39115 -1.64725  0.03
C2 -0.60837 0.66753 -2.01874  0.02
C3 0.58796 -1.31406 -2.07642  0.07
C4 -0.75873 -1.62115 -1.71497  0.07
C5 0.69748 0.11053 -2.23232  0.00
C6 -2.96539 -0.24884 -1.40164  0.01
H1 -3.19782 0.77163 -1.07853  0.00
H2 -3.26537 -0.93330 -0.60008  0.00
H3 -3.58058 -0.49762 -2.27848  0.00
C7 -1.23946 -3.00633 -1.55602  0.02
H4 -2.32424 -3.02679 -1.50637  0.00
H5 -0.82936 -3.44762 -0.63017  0.01
H6 -0.89177 -3.64372 -2.37657  0.00
C8 1.60366 -2.36824 -2.29797  0.02
H7 1.24946 -3.13593 -2.99749  0.00
H8 1.77185 -2.89813 -1.34870  0.01
H9 2.54805 -1.94775 -2.65494  0.00
C9 1.90538 0.85585 -2.67906  0.00
H10 1.67652 1.91684 -2.83582  0.00
H11 2.30772 0.44500 -3.61455  0.00
H12 2.70121 0.76916 -1.93459  0.00
C10 -1.09284 2.06248 -2.40560  0.01
H13 -2.01698 2.28096 -3.16256  0.00
H14 -0.39745 2.35083 -3.21784  0.00
H15 -2.25469 1.79204 -2.49629  0.00
C11 -0.59670 -0.61496 2.02393  0.21
C12 -1.38058 0.35727 1.33658  0.03
C13 -1.23416 1.84445 1.60424  0.01
C14 0.19554 2.36366 1.42612  0.01
C15 1.02783 1.54788 0.45276  0.00
C16 1.84170 0.47182 0.90959  0.06
C17 1.87456 0.03087 2.36592  0.03
C18 0.50331 -0.29368 3.00660  0.04
H16 -1.56878 2.07973 2.62714  0.00
H17 0.69692 2.41782 2.40506  0.00
H18 -1.89711 2.40662 0.93667  0.00
H19 0.18561 0.50115 3.70591  0.01
H20 -1.12602 -1.55850 2.23644  0.02
H21 -2.42068 0.05426 1.16324  0.01
H22 0.65230 -1.17678 3.64680  0.00
H23 2.50013 -0.87356 2.44568  0.00
H24 2.79206 0.33736 0.37289  0.01
H25 2.41404 0.78532 2.95903  0.00
H26 0.14221 3.38343 1.04171  0.00
H27 1.42817 2.13754 -0.37832  0.00
P1 -2.29843 -3.45940 1.26106  0.01
C19 -3.32818 -4.57293 0.19328  0.00
H28 -3.97325 -5.21997 0.79944  0.00
H29 -2.67365 -5.17400 -0.44741  0.00
H30 -3.95707 -3.94898 -0.45423  0.00
C20 -1.50506 -4.79208 2.25524  0.00
H31 -2.26464 -5.31776 2.85169  0.00
H32 -0.76179 -4.34062 2.92515  0.00
H33 -0.99446 -5.48970 1.57858  0.00
C21 -3.66655 -3.05336 2.43626  0.00
H34 -4.08155 -4.00090 2.82379  0.00
H35 -4.44548 -2.49344 1.89287  0.00
H36 -3.28353 -2.43939 3.26611  0.00
P2 3.81581 -2.00639 -0.28313  0.02
C22 5.08977 -1.42101 -1.50233  0.00
H37 6.07742 -1.81284 -1.21282  0.00
H38 5.11578 -0.32228 -1.50055  0.00
H39 4.83078 -1.76562 -2.51335  0.00
C23 4.92323 -2.05047 1.18953  0.00
H40 5.88976 -2.49115 0.89237  0.00
H41 4.44601 -2.66629 1.96579  0.00
H42 5.07600 -1.03212 1.57519  0.00
C24 4.00603 -3.80349 -0.69674  0.00
H43 5.05583 -4.11109 -0.61038  0.00
H44 3.63734 -3.99732 -1.70943  0.00
H45 3.38680 -4.37764 0.00267  0.00
C25 -0.96256 3.08980 -1.34452  0.00
C26 -1.21676 4.20432 -0.88875  0.00
C27 -1.43226 5.52642 -0.39883  0.00
C28 -0.34381 6.41717 -0.30202  0.00
C29 -0.53168 7.71119 0.18120  0.00
C30 -1.81360 8.13159 0.58218  0.00
C31 -2.90609 7.25096 0.48553  0.00
C32 -2.71905 5.95676 -0.00444  0.00
H46 0.64937 6.07145 -0.60225  0.00
H47 0.31453 8.39390 0.25182  0.00
H48 -1.95631 9.14360 0.96544  0.00
H49 -3.89955 7.57616 0.79394  0.00
H50 -3.56030 5.26542 -0.07574  0.00